The following is a DFT calculation (the ωB97M-V functional and the def2-TZVPD basis) of a molecular structure, C19H36NNbO3P at a distorted geometry.

Properties
Largest force on an atom in Eh/bohr: 0.165
Total charge: -1

Each line ends with the natural charge from an NBO analysis.
Element x y z (Å)
C -2.9500 -5.1034 2.8923  -0.74
C -4.1439 -5.1013 1.7348  0.80
O -4.6329 -6.2128 1.1749  -0.56
O -4.7225 -3.8083 1.3368  -0.57
C -3.8572 -3.0819 0.3926  -0.09
C -4.6243 -1.6436 0.0749  -0.43
C -3.8183 -0.3909 0.8042  -0.41
C -4.2379 1.0258 0.0509  -0.42
C -3.3459 1.2073 -1.3158  -0.43
C -2.1926 2.3637 -1.1716  -0.41
C -0.7062 1.7436 -0.7198  -0.41
C 0.2611 3.0391 -0.4701  -0.94
Nb 2.2064 2.6310 0.6296  1.72
N 1.1027 2.7297 2.4893  -1.25
C 1.9543 0.3699 0.6133  -0.99
C 2.6899 -0.3675 -0.6957  0.04
C 3.7637 -1.5994 -0.4358  -0.26
C 4.5169 -2.3221 -1.7191  -0.24
C 4.2028 -1.8888 -3.2929  -0.29
C 3.1203 -0.6545 -3.5654  -0.02
C 2.7089 -0.1025 -5.0701  -0.66
C 2.4214 0.0679 -2.2540  -0.26
P 4.4739 2.4229 1.7992  0.50
C 4.1496 3.1386 3.5824  -0.94
O 5.0092 0.7691 1.9362  -0.98
H -2.6137 -6.1948 3.1895  0.25
H -3.4215 -4.6285 3.8584  0.25
H -2.0480 -4.4679 2.4839  0.25
H -3.7854 -3.6428 -0.6377  0.19
H -2.7721 -2.8692 0.7762  0.19
H -4.6273 -1.3972 -1.0829  0.21
H -5.7490 -1.7093 0.4162  0.23
H -2.6713 -0.5690 0.5869  0.21
H -4.0550 -0.3697 1.9559  0.21
H -4.1043 1.9383 0.8087  0.21
H -5.3788 0.9550 -0.2484  0.20
H -2.7662 0.1771 -1.4713  0.20
H -4.0638 1.4761 -2.2000  0.21
H -2.0873 3.0720 -2.1063  0.21
H -2.5116 3.0531 -0.2507  0.19
H -0.9350 1.1037 0.2509  0.19
H -0.3773 1.0663 -1.6435  0.21
H 0.4771 3.6339 -1.4797  0.22
H -0.3684 3.8028 0.1977  0.21
H 2.4298 4.4602 0.7373  -0.38
H 3.0889 2.5493 -0.9607  -0.35
H 0.4044 1.9295 2.5200  0.36
H 0.4775 3.5815 2.3644  0.37
H 0.8620 -0.0258 0.7483  0.23
H 2.5609 -0.0431 1.5553  0.25
H 4.0584 -1.9777 0.6468  0.23
H 5.2882 -3.1901 -1.5148  0.21
H 4.7214 -2.4223 -4.1983  0.22
H 1.5215 -0.0364 -5.0682  0.22
H 3.1010 0.9798 -5.2894  0.23
H 3.0197 -0.8593 -5.9368  0.22
H 1.6572 0.9542 -2.4849  0.23
H 3.2439 3.9081 3.5546  0.26
H 3.9153 2.2227 4.3032  0.21
H 5.1337 3.7216 3.8912  0.21
H 5.0257 0.5863 2.9270  0.47

Force components x, y, z for each atom (eV/Å):
-0.9 0.1 -0.3
-2.1 -4.5 -2.5
3.1 7.0 3.7
2.6 -2.4 0.4
-0.4 1.5 -1.8
0.6 0.4 0.2
-0.5 0.0 -0.9
-0.1 -0.4 0.4
0.4 0.2 0.4
0.0 0.1 1.3
-1.7 1.2 -1.2
-1.4 0.5 -0.8
-1.2 -0.1 1.4
-1.9 0.0 -1.6
1.4 -2.8 -0.5
1.6 -2.0 -2.2
-0.3 0.9 -4.2
-2.6 2.7 -0.7
-2.2 2.3 3.3
1.0 -1.1 3.7
-0.8 -0.6 0.7
1.8 -2.5 0.1
0.5 0.3 0.4
0.4 0.1 0.4
-0.4 0.7 2.5
-0.8 2.3 -1.1
1.0 -0.6 -2.0
-1.9 -1.2 1.0
-0.1 0.7 2.2
-2.1 -0.5 -0.4
0.1 -0.8 2.3
2.3 0.1 -0.6
-2.2 0.4 0.8
0.6 -0.1 -2.3
-0.2 -1.9 -1.8
2.2 0.2 0.7
-1.4 2.1 -0.1
1.4 -0.8 1.5
-0.2 -1.6 1.7
0.6 -1.3 -2.1
0.8 1.3 -2.0
-0.4 1.2 2.3
-0.7 -1.4 1.9
1.3 -1.5 -1.3
0.4 0.2 0.1
-0.2 0.1 -0.2
1.1 1.1 0.2
1.0 -1.2 0.5
1.9 0.7 -0.5
-1.2 0.8 -1.9
-0.8 1.1 -2.5
-1.7 2.0 -0.5
-1.1 1.1 2.0
2.5 -0.1 -0.1
-0.5 -2.2 0.5
-0.5 1.7 2.0
1.9 -2.1 0.7
1.9 -1.9 0.0
0.4 2.1 -1.3
-2.1 -1.3 -0.2
0.0 0.1 -1.9

The following is a DFT calculation (the ωB97M-V functional and the def2-TZVPD basis) of 9 unconnected molecules or ions with the total composition C22H36Cl17N3O2S at a distorted geometry.

Properties
Largest force on an atom in Eh/bohr: 0.120
SMILES: CCCCNc1cc(C[C@@H](C)Cl)c2nsnc2c1COO.ClCCl.ClCCl.ClCCl.ClCCl.ClCCl.ClCCl.ClCCl.ClCCl

Each line ends with the Mulliken charge.
Element x y z (Å)
C -0.4108 2.9684 -0.2981  -0.92
C -1.0887 1.6603 -0.9406  -0.40
C -0.1080 0.3495 -0.9269  -0.17
C -0.5993 -0.5772 -2.1365  -0.77
N 0.1516 -1.8586 -2.3236  -0.02
C 0.8206 -2.3306 -1.0928  0.42
C 2.4317 -2.2779 -1.0260  -0.49
C 3.2544 -2.7013 0.2294  0.24
C 4.8653 -2.5615 0.2059  -0.37
C 5.2730 -1.2091 1.0301  0.09
C 5.6560 -1.5141 2.5763  -0.86
Cl 6.7502 -0.4212 0.1890  -0.23
C 2.5005 -3.2385 1.5145  0.19
N 3.1346 -3.6699 2.7597  -0.42
S 1.7530 -4.0953 3.6881  0.13
N 0.4021 -3.8175 2.6701  -0.56
C 0.9267 -3.2873 1.4082  0.48
C 0.0674 -2.8311 0.1538  0.25
C -1.5250 -2.9235 0.2203  -0.97
O -2.2072 -1.6437 0.1917  0.04
O -3.1218 -1.5507 1.1973  -0.50
H -0.1804 3.6939 -1.1570  0.24
H -1.2171 3.4955 0.3437  0.20
H 0.4867 2.7601 0.3733  0.32
H -2.0929 1.4197 -0.4198  0.16
H -1.3515 1.8431 -2.0441  0.33
H -0.2293 -0.0997 0.1129  0.21
H 0.9535 0.7820 -1.0621  0.35
H -1.7367 -0.7365 -2.0629  0.09
H -0.4418 0.0455 -3.1022  0.45
H 0.7982 -1.7985 -3.1234  0.11
H 2.9834 -1.8908 -1.9700  0.12
H 5.2981 -2.4390 -0.8410  -0.26
H 5.3913 -3.4256 0.7369  0.45
H 4.4312 -0.4353 1.0059  0.40
H 6.7289 -1.1729 2.8281  0.26
H 5.5681 -2.6436 2.7763  0.20
H 4.9253 -1.0044 3.3148  0.27
H -1.8557 -3.6315 -0.6212  0.28
H -1.7830 -3.4082 1.2359  0.35
H -2.8891 -0.7436 1.7129  0.30
Cl -5.2010 0.5130 2.5909  -0.08
C -6.4130 -0.2812 1.5777  -0.28
Cl -7.8460 -0.7153 2.5175  -0.17
H -6.7062 0.3983 0.7788  0.30
H -5.9805 -1.1861 1.1527  0.21
Cl -3.7534 1.7887 4.7137  -0.13
C -3.6428 3.5235 5.0326  -0.28
Cl -3.7409 4.4558 3.5336  -0.15
H -4.4635 3.8164 5.6857  0.27
H -2.6913 3.7344 5.5186  0.30
Cl 0.9774 -1.2247 -6.3596  -0.19
C 2.5210 -2.0566 -6.1329  -0.32
Cl 2.8017 -2.4267 -4.4275  -0.09
H 2.5087 -2.9866 -6.6993  0.30
H 3.3248 -1.4160 -6.4929  0.29
Cl -6.4178 7.6297 4.6276  -0.16
C -5.8499 7.5529 2.9546  0.54
Cl -5.2896 9.1350 2.3983  -0.18
H -5.0254 6.8429 2.8924  -0.08
H -6.6696 7.2228 2.3171  -0.12
Cl -8.6845 5.9478 2.2047  -0.14
C -9.9259 6.7436 1.2294  -0.25
Cl -9.2150 7.5579 -0.1690  -0.15
H -10.6352 5.9948 0.8804  0.28
H -10.4400 7.4807 1.8446  0.26
Cl 6.1279 -3.1383 5.5516  -0.14
C 7.0659 -1.7335 6.0714  -0.15
Cl 6.3080 -0.9339 7.4537  -0.16
H 8.0648 -2.0608 6.3560  0.33
H 7.1305 -1.0263 5.2455  0.13
Cl -1.8983 -3.8300 -9.1624  -0.15
C -1.8035 -2.0917 -8.8559  0.15
Cl -1.9097 -1.1704 -10.3608  -0.15
H -2.6268 -1.8018 -8.2046  0.27
H -0.8537 -1.8697 -8.3718  -0.10
Cl 8.1037 -3.8867 -3.1538  -0.16
C 7.7297 -2.1899 -3.4771  -0.35
Cl 5.9928 -1.8841 -3.3563  -0.07
H 8.2493 -1.5679 -2.7495  0.26
H 8.0636 -1.9392 -4.4829  0.32

Force components x, y, z for each atom (eV/Å):
-1.4 0.3 -0.2
0.2 -0.6 -0.2
-1.1 1.7 -0.1
-0.2 1.4 -0.3
0.9 -0.2 2.4
1.1 -1.2 2.8
-0.2 -1.3 3.4
-2.1 0.3 -2.0
-0.6 1.1 0.7
-0.3 -0.5 0.9
-0.1 -0.2 0.1
-1.0 -0.5 0.5
0.0 0.5 -1.1
-5.2 0.9 -3.2
-0.2 0.9 -2.8
3.6 1.5 -2.6
0.9 -0.5 1.8
2.6 0.8 -1.3
1.1 -1.5 1.2
2.2 -0.5 -2.1
-1.6 0.3 2.1
0.1 -1.0 1.5
1.4 -0.7 -0.9
-1.1 0.2 -1.1
1.7 0.3 -0.7
0.3 0.0 1.6
0.4 0.3 -1.6
-1.5 -1.1 0.1
1.8 0.0 0.1
-0.2 -1.0 1.5
-0.3 -0.1 0.9
-0.9 -0.7 2.0
-1.0 -0.4 1.3
-1.0 1.0 -0.8
1.3 -1.1 -0.3
-1.7 -0.5 -0.5
0.2 1.8 -0.3
1.2 -0.7 -1.3
0.2 1.4 1.0
0.4 0.7 -1.7
0.1 -0.7 -0.6
-0.4 -0.1 -0.4
0.1 -0.2 -0.4
0.0 0.0 -0.1
0.0 0.0 0.2
0.0 0.1 0.2
0.4 0.3 0.6
0.1 0.1 0.3
0.0 0.0 0.0
0.0 -0.1 -0.2
-0.1 -0.1 -0.2
0.0 0.0 0.0
0.2 -0.1 -0.3
0.1 -0.1 -0.2
-0.1 0.1 0.2
-0.2 0.0 0.2
0.0 -0.1 0.0
0.1 -0.2 -0.2
0.0 0.0 -0.1
-0.1 0.2 0.1
0.2 0.3 0.2
-0.3 -0.2 0.1
-0.3 0.0 0.0
-0.1 0.0 0.0
0.2 0.1 0.0
0.2 -0.1 -0.1
0.1 0.0 0.0
0.2 0.0 -0.1
0.1 0.1 0.0
-0.2 0.0 0.0
-0.1 -0.1 0.1
0.0 0.0 0.1
0.0 0.1 0.2
0.0 0.1 0.1
0.1 -0.1 -0.2
-0.1 -0.1 -0.2
0.1 0.0 0.0
0.2 0.2 0.0
0.1 0.1 -0.2
-0.2 -0.2 0.0
-0.2 -0.1 0.1

The following is a DFT calculation (the ωB97M-V functional and the def2-TZVPD basis) of a single C2H2O5S molecule at a distorted geometry.

Properties
Largest force on an atom in Eh/bohr: 0.070
ΔE to the lowest compared entry with this formula, charge and spin in eV: 3.167

Each line ends with the natural charge from an NBO analysis.
Element x y z (Å)
C -0.6267 1.2578 -0.2965  -0.07
C -1.2949 0.1563 -0.1452  0.50
O 1.6609 -0.9549 1.1786  -0.90
O 0.7267 1.3217 0.1269  -0.70
O -1.3189 -1.0831 0.2932  -0.21
O -2.5145 -0.4399 -0.0917  -0.21
O 1.0514 -0.7057 -1.2304  -0.93
S 1.7330 -0.0189 -0.1859  1.76
H -0.7638 2.3000 -0.6407  0.25
H 1.3468 -1.8334 0.9918  0.50

Force components x, y, z for each atom (eV/Å):
2.2 1.8 0.4
-1.8 0.3 0.0
0.1 1.6 -0.3
0.6 -1.8 0.2
2.8 -1.9 1.2
-2.1 1.7 -1.3
-0.3 -1.1 -0.8
0.5 1.4 1.0
-1.4 -1.3 0.0
-0.6 -0.8 -0.4

Values of LUMO level, in order: 2.1967; -1.1210; 0.6926, all in eV.
Values of gap between HOMO and LUMO, in order: 5.7; 7.1; 10.5, all in eV.
Values of HOMO, in order: -3.520; -8.220; -9.829, all in eV.